1.
Formula: C19H32N2O5
Source: the OMol25 dataset
Level of theory: ωB97M-V/def2-TZVPD

Calculated values
Net charge = 0
Energy above the lowest of the compared OMol25 structures with the same formula, charge and spin = 368.7 kJ/mol
HOMO level = -9.47 eV
LUMO level = 0.6568 eV

```
58
Properties=species:S:1:pos:R:3:forces:R:3
C -1.0823 -0.9456 -1.9419 0.0 0.0 0.0
C -1.1681 -2.1463 -2.8666 0.0 0.0 0.0
O -0.1101 -2.2147 -3.8102 0.0 0.0 0.0
C 1.1599 -2.4388 -3.2668 0.0 0.0 0.0
C 2.1572 -3.1353 -4.1969 0.0 0.0 0.0
C 3.2543 -2.2217 -3.6104 0.0 0.0 0.0
C 2.1467 -1.2417 -3.1596 0.0 0.0 0.0
C 2.3084 -0.5993 -1.8085 0.0 0.0 0.0
O 2.5917 -1.2563 -0.8166 0.0 0.0 0.0
N 2.0842 0.7358 -1.7512 0.0 0.0 0.0
C 2.2388 1.5113 -0.5401 0.0 0.0 0.0
C 1.4462 1.0045 0.6654 0.0 0.0 0.0
C 1.1171 2.2823 1.5027 0.0 0.0 0.0
C -0.3884 2.3265 1.6909 0.0 0.0 0.0
O -1.1291 2.9044 0.9168 0.0 0.0 0.0
N -0.8479 1.5968 2.7450 0.0 0.0 0.0
C -2.2397 1.2623 2.8911 -0.1 0.0 0.1
C -2.7675 0.2848 1.8637 0.2 0.1 -0.1
C -2.1351 -1.0931 1.9545 -0.2 -0.1 -0.1
O -2.8999 -1.8916 2.8368 0.1 0.0 0.1
C -2.3465 -3.1762 2.9964 0.0 0.0 0.0
C -2.7453 1.1980 4.3025 0.0 0.0 0.0
C -3.1379 2.3423 3.4059 0.0 0.0 0.0
C 1.6267 3.4715 0.6763 0.0 0.0 0.0
C 1.7045 2.9258 -0.7416 0.0 0.0 0.0
O 2.4461 3.6937 -1.6700 0.0 0.0 0.0
H -1.9945 -0.8687 -1.3469 0.0 0.0 0.0
H -0.2397 -1.0340 -1.2540 0.0 0.0 0.0
H -0.9707 -0.0240 -2.5148 0.0 0.0 0.0
H -1.1945 -3.0739 -2.2804 0.0 0.0 0.0
H -2.0790 -2.1034 -3.4631 0.0 0.0 0.0
H 1.0990 -2.9445 -2.2963 0.0 0.0 0.0
H 2.2688 -4.2144 -4.1099 0.0 0.0 0.0
H 1.9310 -2.8728 -5.2309 0.0 0.0 0.0
H 3.7308 -2.6659 -2.7377 0.0 0.0 0.0
H 4.0117 -1.8342 -4.2878 0.0 0.0 0.0
H 1.9111 -0.5200 -3.9442 0.0 0.0 0.0
H 1.9766 1.2490 -2.6114 0.0 0.0 0.0
H 3.3034 1.5745 -0.2727 0.0 0.0 0.0
H 0.5255 0.5354 0.3098 0.0 0.0 0.0
H 1.9927 0.2534 1.2280 0.0 0.0 0.0
H 1.6032 2.2407 2.4786 0.0 0.0 0.0
H -0.1759 1.0779 3.2859 0.0 0.0 0.0
H -3.8473 0.1734 1.9750 0.0 0.0 0.0
H -2.5862 0.7131 0.8743 0.0 0.0 0.0
H -2.1075 -1.5735 0.9672 0.0 0.0 0.0
H -1.0942 -1.0301 2.3046 0.0 0.0 0.0
H -2.9928 -3.7325 3.6717 0.0 0.0 0.0
H -2.2891 -3.7058 2.0377 0.0 0.0 0.0
H -1.3380 -3.1265 3.4243 0.0 0.0 0.0
H -3.4764 0.4337 4.5238 0.0 0.0 0.0
H -2.0420 1.4062 5.0979 0.0 0.0 0.0
H -2.6864 3.3063 3.5883 0.0 0.0 0.0
H -4.1473 2.3729 3.0201 0.0 0.0 0.0
H 0.9745 4.3390 0.7473 0.0 0.0 0.0
H 2.6301 3.7582 1.0073 0.0 0.0 0.0
H 0.6938 2.8612 -1.1529 0.0 0.0 0.0
H 3.3252 3.8494 -1.3065 0.0 0.0 0.0
```
Positions in Å, forces in eV/Å.

2.
Formula: C19H32NO
Source: the OMol25 dataset
Level of theory: ωB97M-V/def2-TZVPD

Calculated values
Net charge = +1
Energy above the lowest of the compared OMol25 structures with the same formula, charge and spin = 3.0 kJ/mol
HOMO level = -12.24 eV
LUMO level = -2.0110 eV

```
53
Properties=species:S:1:pos:R:3:forces:R:3
C 4.1482 1.3854 1.8933 -0.2 -0.1 0.0
C 2.7501 1.8074 1.4556 0.1 0.2 0.0
C 2.7446 2.3922 0.0380 0.0 -0.2 0.1
C 2.8738 1.3352 -1.0725 -0.1 0.2 -0.1
C 1.5903 1.0493 -1.8620 0.1 -0.1 0.3
C 0.5073 0.2272 -1.1329 0.3 -0.2 -0.8
O -0.1740 1.0627 -0.1873 0.1 0.2 0.1
C -0.5703 -0.1987 -2.1611 0.0 0.1 0.5
C -1.6556 -1.0812 -1.5512 0.4 -0.3 -0.6
N -2.3697 -0.3700 -0.4622 0.3 0.2 0.1
C -2.8786 -1.2692 0.5944 -0.1 -0.4 0.8
C -3.4083 -0.4501 1.7652 -0.3 0.0 -0.2
C -4.5138 0.4924 1.2998 0.2 0.2 0.1
C -3.9931 1.3685 0.1648 -0.2 -0.2 0.0
C -3.4552 0.5001 -0.9647 -0.4 0.7 -0.1
C 1.0814 -1.0113 -0.4610 -0.1 0.1 0.2
C 0.8114 -1.3002 0.8718 -0.1 0.1 -0.1
C 1.3341 -2.4342 1.4706 0.0 -0.1 0.0
C 2.1284 -3.3004 0.7417 0.0 0.0 0.1
C 2.3926 -3.0282 -0.5906 0.0 0.0 -0.1
C 1.8717 -1.8954 -1.1887 -0.1 0.0 0.1
H 4.1219 0.9720 2.8983 0.1 -0.1 0.1
H 4.5547 0.6298 1.2254 0.1 -0.1 0.0
H 4.8201 2.2398 1.8923 0.1 0.1 0.0
H 2.0951 0.9340 1.5194 -0.1 0.0 0.0
H 2.3777 2.5607 2.1541 -0.1 -0.1 0.0
H 3.5847 3.0846 -0.0315 -0.1 0.1 0.0
H 1.8445 2.9926 -0.1241 0.0 0.1 -0.1
H 3.6111 1.6786 -1.7987 0.0 -0.1 0.0
H 3.2526 0.4030 -0.6514 0.1 0.0 0.0
H 1.8667 0.5152 -2.7710 -0.1 0.0 -0.1
H 1.1350 1.9946 -2.1681 -0.1 0.0 -0.1
H 0.4930 1.4882 0.3672 -0.1 0.1 0.1
H -0.0930 -0.7591 -2.9630 0.0 0.0 0.0
H -1.0031 0.7036 -2.5952 0.0 0.0 -0.1
H -2.3750 -1.3909 -2.3120 -0.1 0.0 0.1
H -1.1892 -1.9754 -1.1318 -0.2 0.1 0.1
H -1.6406 0.2610 -0.0447 -0.3 -0.2 0.0
H -2.0649 -1.9193 0.9228 0.0 0.1 -0.2
H -3.6724 -1.8890 0.1702 0.1 0.0 -0.1
H -3.7850 -1.1282 2.5300 0.1 -0.1 0.0
H -2.5931 0.1279 2.2059 0.1 0.0 0.1
H -4.8458 1.1146 2.1292 -0.1 0.0 0.0
H -5.3719 -0.0868 0.9554 -0.1 0.0 0.0
H -4.7911 2.0007 -0.2225 0.1 0.1 -0.1
H -3.1988 2.0219 0.5315 0.0 0.1 0.0
H -3.0618 1.1243 -1.7676 0.1 -0.1 0.0
H -4.2476 -0.1355 -1.3682 0.1 -0.1 0.0
H 0.1962 -0.6341 1.4621 0.0 0.1 0.0
H 1.1210 -2.6348 2.5095 0.0 0.0 0.1
H 2.5406 -4.1808 1.2083 0.0 -0.1 0.0
H 3.0108 -3.6984 -1.1671 0.1 -0.1 -0.1
H 2.0927 -1.6964 -2.2256 0.1 0.0 -0.2
```
Positions in Å, forces in eV/Å.

3.
Formula: C19H33Cl2LaN2O4S
Source: the OMol25 dataset
Level of theory: ωB97M-V/def2-TZVPD

Calculated values
Net charge = 0
Energy above the lowest of the compared OMol25 structures with the same formula, charge and spin = 0.0 kJ/mol
HOMO level (spin up / spin down) = -7.29 / -3.79 eV
LUMO level (spin up / spin down) = -0.3301 / -0.3307 eV

```
62
Properties=species:S:1:pos:R:3:forces:R:3
O -1.5625 -2.1961 -0.5878 2.5 0.4 2.1
C -2.4147 -2.3284 -1.4930 -3.1 -1.3 -2.0
C -3.1716 -3.5795 -1.6070 0.9 0.9 0.6
C -2.5359 -4.7959 -1.2651 -0.6 -0.5 -0.2
H -1.5366 -4.7701 -0.8393 0.0 0.0 -0.3
C -3.2069 -5.9985 -1.4753 -0.1 0.5 0.2
H -2.6923 -6.9338 -1.2997 0.0 -0.1 0.1
C -4.5441 -6.0129 -1.9011 0.0 0.3 0.0
H -5.0764 -6.9543 -2.0250 0.2 0.2 -0.1
C -5.2107 -4.7968 -2.0995 0.4 0.3 0.2
H -6.2534 -4.7855 -2.3969 0.0 -0.1 0.1
C -4.5414 -3.5831 -1.9113 -0.1 -0.4 -0.6
H -5.0392 -2.6116 -1.9701 0.0 -0.4 -0.2
H -2.7239 -1.4691 -2.1144 0.0 -0.2 0.4
C -0.8530 -0.1004 -3.9813 -0.3 -0.9 -0.3
C -0.5808 0.7849 -2.8794 0.7 0.8 0.9
H -0.7857 0.3885 -4.9696 0.0 -0.1 0.2
H -1.8568 -0.5425 -3.8622 0.3 0.1 -0.2
H -0.1304 -0.9378 -3.9215 -0.3 0.3 -0.2
C 0.0021 1.8954 -2.5040 0.3 0.7 -0.1
C 0.6368 2.9506 -3.4329 -0.1 -0.4 -0.2
H 0.0990 2.1842 -1.4451 -0.3 -0.3 -0.2
H 0.3242 2.7896 -4.4761 0.2 0.1 0.3
H 1.7378 2.9071 -3.3935 -0.3 -0.1 0.0
H 0.3492 3.9730 -3.1454 0.0 -0.3 0.0
La -0.0723 -0.6944 0.2749 -1.2 0.0 -2.1
Cl 1.3346 -2.0983 -1.6064 0.6 0.1 -0.2
Cl -2.6000 0.5402 -0.0098 -0.1 0.4 0.1
C 3.2058 0.4822 -0.5927 -0.8 -0.1 0.4
O 2.2265 0.5100 0.1898 1.2 0.1 -0.5
N 4.2448 1.3143 -0.5119 0.1 0.2 0.3
C 4.3361 2.3342 0.5300 0.2 0.0 -0.1
C 5.3695 1.2255 -1.4358 -0.1 -0.2 -0.1
H 3.2538 -0.2498 -1.4171 -0.2 0.1 0.2
H 3.4157 2.3547 1.1148 0.1 0.0 -0.2
H 4.5045 3.3136 0.0630 -0.1 -0.2 0.1
H 5.1918 2.1226 1.1868 -0.2 0.0 -0.1
H 5.1202 0.4884 -2.2079 0.2 0.2 0.1
H 6.2856 0.9080 -0.9142 -0.3 0.1 -0.1
H 5.5598 2.2014 -1.9051 -0.1 -0.3 0.1
H -0.3511 4.8343 2.8768 0.1 -0.1 -0.1
H -2.4019 3.8746 4.1651 0.0 -0.1 -0.1
C -0.7000 4.2719 2.0045 -0.1 0.0 0.2
C -2.6561 3.3459 3.2393 0.0 -0.2 -0.2
N -1.4532 3.1053 2.4528 0.2 0.3 -0.1
H 0.1488 3.9559 1.3960 -0.2 0.0 0.1
C -1.1131 1.8724 2.1039 0.1 -0.6 -0.4
O -0.0591 1.5483 1.5043 -0.6 0.7 0.8
H -3.0919 2.3698 3.4755 -0.1 0.3 0.0
H -1.8798 1.1125 2.3522 0.4 0.3 0.2
H -1.3531 4.9316 1.4212 0.1 -0.2 0.0
H -3.3805 3.9441 2.6733 0.1 -0.2 0.1
C 1.8158 -2.1814 4.5374 0.0 0.2 0.3
S 2.1562 -1.3110 2.9863 -1.2 -0.4 -0.3
C 2.1421 0.4233 3.4948 0.0 -0.1 0.4
O 0.7860 -1.5263 2.2839 1.6 0.1 1.4
H 1.0934 -1.5801 5.1034 0.1 -0.3 -0.2
H 2.7001 -2.3733 5.1565 0.0 0.3 -0.3
H 1.3785 -3.1446 4.2495 0.1 0.3 -0.1
H 3.1428 0.7243 3.8199 -0.1 -0.2 0.0
H 1.8393 1.0154 2.6273 0.0 -0.2 0.0
H 1.4275 0.5575 4.3137 0.1 0.0 -0.2
```
Positions in Å, forces in eV/Å.

4.
Formula: C19H33ClF2N4O7P
Source: the OMol25 dataset
Level of theory: ωB97M-V/def2-TZVPD

Calculated values
Net charge = +1
HOMO level = -13.06 eV
LUMO level = -2.7699 eV

```
67
Properties=species:S:1:pos:R:3:forces:R:3
H -0.1961 -3.5865 -4.7300 -0.1 0.0 0.0
N 0.6985 -3.6248 -4.2406 0.2 0.1 0.3
C 0.6630 -3.0267 -3.1310 -0.3 -0.1 -0.4
C -0.5651 -2.3121 -2.5805 0.0 0.0 -0.2
C -0.2900 -1.6436 -1.2451 0.3 -1.0 0.5
C -0.7119 -2.4815 -0.0074 -0.1 0.6 -1.0
C -0.8772 -1.4815 1.1771 -0.1 0.1 -0.8
N -2.1806 -1.4959 1.9125 0.3 -0.7 -0.1
C -3.2883 -2.0685 1.2127 -0.1 0.6 0.0
O -4.1744 -1.4325 0.7724 -0.4 0.0 -0.1
F -3.2281 -3.3725 1.0609 0.0 -0.6 0.0
C -2.2031 -1.9720 3.2642 -0.3 -0.2 -0.3
O -2.5088 -3.0507 3.6174 -0.2 -0.2 0.2
F -1.9435 -0.9985 4.1042 0.3 0.5 0.5
P 0.4861 -1.9496 2.4854 -0.2 0.3 0.4
O 0.3413 -3.5514 2.4240 0.2 -0.1 0.1
Cl 2.1628 -1.7175 1.3334 0.2 0.1 -0.2
C -0.6147 -0.1281 0.4542 1.5 0.7 1.2
N -1.0644 1.1191 1.0290 -0.2 -0.5 -0.3
C -0.6295 1.2851 2.4284 -0.5 0.4 0.0
C -0.6705 2.7667 2.7843 0.0 -0.1 -0.2
C 0.5116 3.5680 2.2412 -0.2 -0.1 0.4
C 1.8732 3.0404 2.6948 -0.2 0.3 -0.3
N -0.9179 -0.2856 -1.0039 -0.4 -1.1 -1.0
C -0.2819 0.7598 -1.8749 0.6 0.7 0.1
O 1.0945 0.6491 -1.8374 -0.2 -0.2 0.1
C 1.7793 1.9200 -1.7245 0.7 -0.1 0.0
O 3.1168 1.7133 -1.9289 -0.5 0.1 -0.1
C 3.7934 1.1216 -0.8295 0.5 0.1 0.3
C 4.6225 -0.0470 -1.3100 0.0 -0.1 0.0
O 5.1932 -0.6653 -0.1696 -0.1 0.0 0.1
C -2.3642 -0.4083 -1.4047 -1.3 1.2 0.7
C -3.2399 0.7522 -0.9280 1.0 0.4 0.1
C -3.3726 1.9351 -1.8026 -0.3 -0.7 0.3
O -4.3956 0.9409 -1.6861 -0.2 -0.1 0.0
H 1.5711 -2.9996 -2.5290 0.1 0.0 0.1
H -0.8641 -1.6017 -3.3492 0.0 0.2 0.0
H -1.3668 -3.0460 -2.5098 -0.2 0.0 0.1
H 0.7902 -1.5729 -1.1771 0.1 0.9 0.1
H -1.5828 -3.0533 -0.3023 -0.2 -0.1 0.4
H 0.0882 -3.1965 0.1315 0.0 -0.2 0.2
H 0.9307 -3.9663 1.7782 -0.1 -0.2 0.1
H 0.4836 -0.0915 0.4364 0.0 -0.1 -0.3
H -0.5930 1.8560 0.5147 -0.1 0.1 -0.1
H -1.3476 0.7801 3.0579 0.1 -0.2 0.1
H 0.3777 0.8942 2.5983 0.1 -0.2 0.1
H -0.7469 2.8605 3.8653 0.2 0.0 0.1
H -1.6018 3.1728 2.3886 -0.1 0.0 0.0
H 0.4417 3.6051 1.1515 0.2 0.1 -0.2
H 0.3903 4.5941 2.5805 0.0 0.1 -0.1
H 2.5950 3.8519 2.6932 0.2 0.0 0.0
H 2.2410 2.2738 2.0155 0.1 -0.2 0.1
H 1.8240 2.6483 3.7066 0.0 -0.1 0.1
H -0.6593 0.6397 -2.8879 -0.1 -0.3 -0.1
H -0.6063 1.7391 -1.5224 -0.2 0.0 0.1
H 1.4353 2.6006 -2.4989 -0.2 0.1 -0.1
H 1.5988 2.3121 -0.7152 -0.2 0.1 0.0
H 3.1046 0.7835 -0.0601 -0.3 -0.1 0.1
H 4.4525 1.8541 -0.3598 0.0 0.1 -0.1
H 5.3864 0.3047 -1.9996 0.0 0.0 -0.1
H 3.9755 -0.7494 -1.8400 0.0 -0.1 -0.1
H 6.1423 -0.7498 -0.2860 0.0 0.0 0.0
H -2.4718 -0.3877 -2.4832 0.4 -0.3 -0.2
H -2.7983 -1.3185 -1.0124 0.3 -0.2 -0.1
H -3.2956 0.9136 0.1450 -0.2 -0.2 -0.2
H -2.9026 1.9090 -2.7767 0.1 0.4 -0.1
H -3.6101 2.8690 -1.3153 0.0 0.3 -0.3
```
Positions in Å, forces in eV/Å.